{
  "formula": "C39H91N5O9",
  "method": "the ωB97M-V functional and the def2-TZVPD basis",
  "elements": ["C", "C", "C", "N", "C", "C", "C", "C", "C", "C", "H", "H", "H", "H", "H", "H", "H", "H", "H", "H", "H", "H", "H", "H", "H", "H", "H", "H", "H", "H", "C", "C", "C", "N", "C", "C", "C", "C", "C", "C", "H", "H", "H", "H", "H", "H", "H", "H", "H", "H", "H", "H", "H", "H", "H", "H", "H", "H", "H", "H", "C", "N", "C", "C", "C", "C", "O", "H", "H", "H", "H", "H", "H", "H", "H", "H", "H", "H", "H", "H", "H", "C", "N", "C", "C", "C", "C", "O", "H", "H", "H", "H", "H", "H", "H", "H", "H", "H", "H", "H", "H", "H", "C", "N", "C", "C", "C", "C", "O", "H", "H", "H", "H", "H", "H", "H", "H", "H", "H", "H", "H", "H", "H", "C", "C", "O", "O", "H", "H", "H", "C", "C", "O", "O", "H", "H", "H", "C", "C", "O", "O", "H", "H", "H"],
  "positions_angstrom": [[2.5897, -1.6871, -3.1484], [3.3717, -0.9543, -1.9832], [3.0513, -1.7852, -0.7238], [4.0252, -1.5724, 0.4744], [5.4897, -1.8631, 0.1153], [6.3558, -2.1090, 1.3290], [5.8278, -2.9539, 2.5237], [4.3127, -2.6826, 2.8800], [3.4305, -2.5379, 1.5952], [3.8464, -0.1810, 0.9999], [1.5327, -1.7721, -2.8960], [2.9827, -2.6797, -3.3682], [2.7135, -1.0879, -4.0505], [2.9750, 0.0490, -1.8278], [4.4331, -0.7559, -2.1323], [3.1778, -2.8350, -0.9884], [2.0493, -1.6763, -0.3087], [5.5600, -2.7527, -0.5105], [5.8963, -1.0231, -0.4480], [7.3195, -2.5111, 1.0162], [6.6661, -1.1827, 1.8125], [5.9277, -3.9931, 2.2105], [6.4640, -2.7499, 3.3850], [3.8940, -3.4621, 3.5166], [4.1989, -1.7673, 3.4610], [3.3217, -3.5468, 1.1972], [2.4195, -2.2216, 1.8521], [2.8301, 0.1824, 1.1521], [4.3204, 0.5195, 0.3124], [4.3428, -0.0992, 1.9669], [-4.3443, -1.0100, -1.4798], [-3.8515, -2.4389, -1.2615], [-3.3277, -2.6614, 0.1548], [-2.4194, -3.9518, 0.3031], [-1.0629, -3.7331, -0.4745], [-0.0336, -4.8377, -0.2009], [0.2663, -4.8972, 1.3005], [-0.9900, -5.2174, 2.1598], [-2.0522, -4.1159, 1.8359], [-3.2143, -5.2375, -0.1062], [-4.6688, -0.7718, -2.4928], [-3.6189, -0.2058, -1.3575], [-5.1812, -0.7595, -0.8279], [-2.9983, -2.5566, -1.9295], [-4.5043, -3.2731, -1.5186], [-4.1457, -2.7406, 0.8709], [-2.7335, -1.8213, 0.5144], [-0.7325, -2.7274, -0.2149], [-1.3498, -3.7654, -1.5256], [0.8604, -4.5386, -0.7480], [-0.3216, -5.8024, -0.6186], [0.6987, -3.9834, 1.7079], [0.9712, -5.7123, 1.4644], [-0.7552, -5.3107, 3.2201], [-1.3076, -6.2133, 1.8511], [-1.6890, -3.1524, 2.1934], [-3.0222, -4.2642, 2.3105], [-2.7805, -6.0986, 0.4021], [-3.0619, -5.3927, -1.1743], [-4.2798, -5.1596, 0.1100], [-3.9221, 4.7201, -4.2847], [-3.5776, 3.6043, -3.2972], [-2.0130, 3.7112, -3.1495], [-4.2806, 3.8855, -1.9740], [-3.9311, 2.1822, -3.9022], [-5.4209, 1.7924, -3.7160], [-5.5253, 0.5352, -4.3125], [-3.5258, 4.5690, -5.2889], [-3.4662, 5.6258, -3.8848], [-5.0101, 4.6961, -4.3463], [-1.8392, 4.6178, -2.5698], [-1.5161, 3.6076, -4.1141], [-1.7287, 2.9478, -2.4253], [-4.0485, 4.8553, -1.5340], [-4.0560, 3.1023, -1.2500], [-5.3509, 3.9433, -2.1719], [-3.1829, 1.4998, -3.4990], [-3.8016, 2.3859, -4.9651], [-6.0427, 2.4997, -4.2648], [-5.8669, 1.7117, -2.7248], [-6.3000, 0.1087, -3.9390], [1.5715, 5.2864, -0.6362], [1.7644, 4.3745, 0.5452], [2.1697, 2.9590, 0.1160], [2.9490, 4.9715, 1.3509], [0.4451, 4.5132, 1.3206], [0.4166, 3.8328, 2.6837], [1.1200, 4.4423, 3.7446], [1.2519, 6.2576, -0.2585], [0.7004, 4.8624, -1.1357], [2.4281, 5.5346, -1.2630], [2.3053, 2.2756, 0.9542], [3.0626, 3.0329, -0.5048], [1.3285, 2.5472, -0.4415], [2.5570, 5.8505, 1.8625], [3.7478, 5.1823, 0.6398], [3.2833, 4.1219, 1.9464], [-0.3690, 4.2161, 0.6595], [0.3277, 5.5909, 1.4337], [0.7716, 2.8061, 2.5940], [-0.6434, 3.7334, 2.9175], [1.8737, 3.8797, 3.9367], [0.5560, 1.1281, 5.6105], [-0.4149, 0.0775, 5.1400], [0.3451, -1.1212, 4.5417], [-1.0553, -0.4588, 6.4390], [-1.4460, 0.7815, 4.2031], [-2.3341, -0.1771, 3.3660], [-3.0423, -1.0172, 4.1894], [-0.0114, 2.0038, 5.9257], [1.0972, 1.2962, 4.6794], [1.2384, 0.6173, 6.2899], [0.8119, -0.7865, 3.6153], [-0.3709, -1.9144, 4.3269], [1.1089, -1.5464, 5.1929], [-0.4110, -1.1339, 7.0022], [-1.9223, -1.0545, 6.1532], [-1.4716, 0.3483, 7.0418], [-0.8363, 1.3465, 3.4979], [-2.0761, 1.4746, 4.7605], [-1.6885, -0.7578, 2.7072], [-2.9593, 0.4617, 2.7422], [-3.9762, -0.8541, 4.0384], [-2.1237, -1.1609, -4.9029], [-0.8224, -0.4708, -5.2634], [-0.7319, 0.7711, -4.9399], [0.1000, -1.0999, -5.8119], [-1.9908, -2.2250, -5.0978], [-2.9536, -0.8109, -5.5168], [-2.4395, -1.0428, -3.8663], [2.9297, 1.9576, -4.0422], [4.1058, 2.4859, -3.2192], [4.9623, 1.7244, -2.7240], [4.0838, 3.6920, -3.0174], [2.5852, 2.6556, -4.8052], [2.1617, 1.7271, -3.3039], [3.1722, 0.9743, -4.4452], [-0.3621, 0.1661, -1.4069], [-0.4385, 0.2400, 0.1480], [-0.0819, -0.7656, 0.7861], [-0.7918, 1.2842, 0.7358], [-1.1056, 0.7051, -1.9942], [-0.3221, -0.8786, -1.7153], [0.5900, 0.5283, -1.7947]],
  "forces_ev_per_angstrom": [[1.2, 1.1, 0.5], [-1.5, -0.6, 0.5], [1.5, -0.2, -0.3], [-2.1, -0.8, 1.0], [-0.2, -0.4, 0.5], [0.4, 0.8, 1.9], [-1.2, -0.1, -1.0], [0.6, 0.9, -1.2], [1.5, -0.4, 0.3], [1.1, 0.6, 0.1], [0.0, 0.1, -0.1], [0.1, 0.0, 0.2], [-0.4, -0.1, 0.0], [-0.1, 0.1, -0.3], [0.0, -0.4, -0.3], [0.1, -0.2, 0.1], [-0.1, 0.4, -0.1], [-0.7, 0.1, -0.2], [-0.4, 0.0, -0.1], [-0.2, -0.2, -0.3], [-0.2, 0.5, -0.4], [-0.1, -0.2, 0.4], [-0.1, -0.2, -0.1], [0.0, -0.2, -0.2], [0.3, 0.2, 0.1], [0.2, 0.2, -0.6], [0.1, 0.5, -0.3], [-0.4, -1.0, -0.4], [0.1, -0.1, -0.2], [0.2, -0.1, -0.1], [-0.9, 0.5, -0.1], [1.5, -0.1, -0.1], [0.6, -0.6, 0.3], [0.1, -0.1, 1.2], [-1.5, -1.1, -0.4], [-0.4, 1.2, 0.7], [-0.2, -1.0, 0.7], [-0.1, 0.6, -2.0], [-0.4, -0.3, -0.3], [1.3, 0.8, -0.4], [-0.2, -0.8, -0.2], [0.7, -0.5, 0.6], [-0.1, -0.1, 0.1], [0.1, 0.0, -0.2], [-0.6, 0.5, -0.1], [-0.1, -0.5, 0.1], [0.4, -0.1, -0.2], [0.1, 0.0, 0.3], [0.1, 0.2, 0.0], [0.1, 0.0, 0.0], [-0.2, 0.0, 0.2], [0.2, 0.2, -0.4], [0.2, 0.1, 0.1], [-0.2, 0.5, 0.0], [-0.4, 0.0, 0.1], [0.1, 0.2, -0.4], [0.1, -0.3, 0.1], [-0.1, 0.2, 0.1], [-0.1, 0.2, 0.0], [0.2, 0.3, 0.2], [-0.4, -0.7, 0.6], [1.4, 0.4, -0.5], [-1.6, -0.6, 1.4], [-0.1, -0.2, -0.7], [-0.5, 1.9, 0.8], [0.3, 0.2, -0.2], [0.1, -0.7, -0.3], [0.2, -0.5, 0.3], [-0.6, 0.1, 0.0], [0.1, 0.7, 0.0], [0.0, 0.5, -0.7], [-0.1, 0.0, 0.2], [0.1, -0.5, -0.5], [0.6, 0.0, -0.4], [0.0, -0.1, -0.2], [0.0, -0.3, 0.0], [-0.2, -0.2, -0.3], [0.4, -0.7, 0.1], [-0.1, 0.4, -0.1], [0.7, 0.4, 0.5], [-0.1, -0.2, -0.3], [-1.0, 0.2, 0.0], [1.3, 0.8, 0.2], [-1.1, 0.5, -0.4], [-1.0, -1.2, -0.8], [1.1, 0.3, 0.2], [-0.3, -1.0, -0.6], [-0.1, 0.3, -0.2], [0.0, 0.0, 0.3], [0.4, 0.1, -0.7], [0.2, -1.1, 0.0], [0.1, 0.6, 0.3], [0.1, 0.1, -0.1], [0.1, 0.1, -0.2], [0.5, -0.2, 0.2], [-0.2, 0.2, 0.0], [0.1, 0.6, 0.6], [0.2, -0.6, 0.2], [0.1, 0.0, 0.3], [-0.1, -0.2, -0.4], [-0.1, 0.2, 0.3], [0.1, 0.3, 0.1], [0.2, -1.1, -1.8], [-0.6, -0.9, 2.1], [-0.7, 0.8, -0.8], [-1.4, -0.3, -0.9], [0.4, -1.1, -0.8], [1.9, 1.2, -0.1], [-1.3, -0.9, 0.7], [0.4, -0.2, 0.3], [0.4, 0.8, 0.2], [-0.2, 0.6, 0.4], [-0.1, 0.0, -0.1], [-0.1, 0.2, 0.0], [-0.2, 0.6, 0.4], [0.5, 0.5, -0.2], [0.1, 0.0, -0.2], [0.5, 0.2, -0.1], [0.0, 0.0, -0.1], [0.3, -0.2, 0.5], [0.1, 0.1, -0.3], [0.0, 0.0, -0.1], [-0.2, -0.2, 0.3], [-0.3, -1.0, -0.4], [1.7, 1.9, 0.2], [-1.0, -0.5, 0.4], [-0.9, -0.5, 0.3], [-0.2, -0.1, 0.0], [0.0, 0.1, -0.1], [0.2, 0.3, 0.3], [0.7, -1.0, 0.3], [0.0, -0.6, -0.1], [0.1, -1.6, 0.3], [-0.6, 2.9, 0.7], [0.0, -0.2, 0.2], [-0.6, 0.3, -0.1], [0.0, 0.2, -0.4], [0.2, -0.3, 0.5], [0.0, 0.8, -0.8], [0.6, -2.0, 0.5], [-0.4, 1.2, -0.3], [-0.2, -0.1, 0.3], [-0.4, -0.1, 0.0], [0.2, 0.4, 0.3]],
  "lowdin_charge": [-0.046, -0.190, -0.129, -0.198, -0.081, -0.170, -0.148, -0.151, -0.089, 0.003, 0.059, 0.076, 0.071, 0.074, 0.099, 0.115, 0.102, 0.145, 0.141, 0.128, 0.111, 0.111, 0.114, 0.110, 0.090, 0.122, 0.099, 0.086, 0.112, 0.098, -0.084, -0.205, -0.107, -0.183, -0.077, -0.138, -0.188, -0.137, -0.080, 0.047, 0.055, 0.070, 0.079, 0.094, 0.116, 0.129, 0.111, 0.097, 0.124, 0.117, 0.125, 0.094, 0.117, 0.119, 0.103, 0.106, 0.125, 0.088, 0.108, 0.108, 0.011, -0.311, 0.040, 0.001, -0.025, -0.256, -0.050, 0.116, 0.107, 0.103, 0.088, 0.122, 0.082, 0.104, 0.107, 0.097, 0.111, 0.139, 0.120, 0.116, 0.101, 0.006, -0.313, 0.038, 0.050, -0.087, -0.246, -0.040, 0.104, 0.098, 0.122, 0.073, 0.109, 0.094, 0.113, 0.118, 0.095, 0.129, 0.132, 0.094, 0.123, 0.082, 0.010, -0.307, 0.027, 0.013, -0.047, -0.257, -0.049, 0.121, 0.090, 0.116, 0.093, 0.100, 0.109, 0.111, 0.088, 0.113, 0.097, 0.144, 0.079, 0.138, 0.110, -0.050, -0.776, -0.147, -0.053, 0.064, 0.067, 0.026, -0.022, -0.843, -0.096, -0.084, 0.079, 0.041, 0.058, 0.005, -0.758, -0.103, -0.078, 0.048, 0.056, 0.060],
  "charge": 2,
  "e_above_lowest_ev": 4.546,
  "mol_weight_da": 774.18,
  "orbital_gap_ev": 5.1544,
  "max_force_ha_per_bohr": 0.0595
}